The following is a quantum chemistry calculation of C4H8ClN3 in the gas phase at a distorted geometry, from the Open Molecules 2025 dataset.

The total charge is 0. For the molar mass, the calculation gives 133.58 g mol⁻¹. The value obtained for the HOMO energy is -9.108 eV. The LUMO energy is 0.92 eV. As for the energy above the lowest of the compared OMol25 structures with the same formula, charge and spin: 100.76 kJ/mol. The value obtained for the energy is -781.63628 a.u. As for the spin multiplicity: 1. As for the SMILES: N[C@@H]1C=NN[C@H]1CCl.

Each line ends with the Löwdin charge.
Geometry (Å):
N  -0.047  1.899  -0.453  0.03
C  0.265  0.722  0.353  -0.36
C  1.763  0.428  0.340  -0.12
N  2.076  -0.774  0.061  0.03
N  0.913  -1.518  -0.127  -0.03
C  -0.193  -0.565  -0.367  -0.38
C  -1.478  -1.188  0.157  -0.55
Cl  -2.814  -0.034  0.076  0.58
H  -1.000  2.249  -0.205  0.07
H  0.481  2.724  -0.132  0.08
H  -0.098  0.729  1.420  0.15
H  2.478  1.230  0.496  0.11
H  1.068  -2.163  -0.901  0.12
H  -0.329  -0.285  -1.408  0.14
H  -1.739  -2.012  -0.512  0.08
H  -1.348  -1.443  1.201  0.08

Atomic forces in eV per Å
N -1.087 1.557 1.036
C 0.542 -0.769 0.105
C -0.496 0.173 -0.086
N 0.263 0.642 0.061
N -0.215 0.161 -0.443
C -0.478 0.035 0.714
C 0.607 0.165 -0.529
Cl -0.497 0.392 -0.054
H 0.627 -0.859 -0.508
H 0.325 -0.686 -0.198
H 0.159 0.180 -0.798
H 0.254 -0.410 0.155
H -0.004 0.165 0.323
H 0.164 -0.123 -0.343
H -0.083 -0.175 0.586
H -0.081 -0.448 -0.022

The following is a quantum chemistry calculation of 2 unconnected molecules or ions with the total composition C4H8ClN3 at a distorted geometry, from the Open Molecules 2025 dataset.

The total charge is 0. For the molar mass, the calculation gives 133.58 g mol⁻¹. The value obtained for the HOMO energy is -8.176 eV. The LUMO energy is -0.41 eV. As for the energy above the lowest of the compared OMol25 structures with the same formula, charge and spin: 781.32 kJ/mol. The value obtained for the energy is -781.37707 a.u. As for the spin multiplicity: 1.

Each line ends with the Löwdin charge.
Geometry (Å):
C  1.921  1.202  0.395  -0.11
C  1.818  -0.229  -0.002  -0.53
C  -1.716  -0.703  0.058  -0.11
C  -2.806  0.233  -0.360  -0.67
H  0.629  1.821  -0.208  0.19
H  3.043  1.659  -0.114  0.13
H  1.802  1.212  1.726  0.15
H  3.625  -1.045  0.191  0.02
H  0.723  -1.611  -0.436  0.11
H  -1.845  -1.857  0.662  0.20
H  -2.977  0.104  -1.502  0.08
H  -2.441  1.349  -0.382  0.12
N  2.635  -1.320  0.192  0.06
N  0.520  -0.681  -0.162  -0.12
N  -0.527  0.138  -0.388  0.00
Cl  -4.404  -0.271  0.328  0.49

Atomic forces in eV per Å
C -0.021 2.487 -0.170
C 1.203 -3.341 2.509
C 3.886 3.674 -1.074
C -0.934 -0.074 -2.942
H 4.310 -1.579 1.965
H -3.713 -1.010 2.028
H 0.562 0.312 -4.433
H -0.477 0.098 0.385
H -1.520 -1.687 -0.512
H 0.808 3.906 -2.218
H 0.110 -0.064 1.786
H -1.181 -2.056 1.051
N -1.325 3.897 -1.653
N 3.083 1.783 -0.405
N -5.322 -7.128 3.542
Cl 0.530 0.782 0.141

The following is a quantum chemistry calculation of a gas-phase ion, C4H8ClN4 (charge +1) at a distorted geometry, from the Open Molecules 2025 dataset.

The total charge is +1. For the molar mass, the calculation gives 147.59 g mol⁻¹. The value obtained for the HOMO energy (spin up / spin down) is -12.083 / -12.085 eV. The LUMO energy (spin up / spin down) is -4.29 / -4.28 eV. As for the energy above the lowest of the compared OMol25 structures with the same formula, charge and spin: 636.90 kJ/mol. The value obtained for the energy is -835.97625 a.u. As for the spin multiplicity: 1.

Each line ends with the Löwdin charge.
Geometry (Å):
C  0.066  0.455  -1.789  -0.62
C  -0.351  -1.747  -0.814  -0.13
C  -0.716  -1.254  0.646  -0.08
C  0.788  0.782  0.463  -0.24
N  -0.233  -0.715  -1.770  0.07
N  0.561  3.005  -0.082  -0.03
N  0.145  1.908  0.541  -0.14
N  0.141  -0.268  1.304  0.06
Cl  0.076  1.842  -2.513  1.01
H  0.519  -2.352  -0.835  0.12
H  -1.021  -2.502  -1.200  0.14
H  -1.784  -0.867  0.815  0.17
H  -0.662  -2.153  1.208  0.12
H  1.851  0.698  0.060  0.16
H  -0.157  3.738  0.054  0.05
H  -0.163  0.134  2.175  0.18
H  0.940  -0.703  1.736  0.17

Atomic forces in eV per Å
C -0.522 -3.353 2.435
C -0.412 1.020 1.248
C -2.651 -0.321 -0.708
C 1.066 0.299 -2.655
N 0.171 1.794 -1.530
N -0.462 -2.610 1.347
N -0.816 4.469 -0.721
N 3.320 0.128 -0.343
Cl 0.240 1.236 -0.799
H 1.549 -0.134 0.359
H -1.063 0.222 0.331
H 1.506 -0.553 -1.017
H 0.016 -0.766 0.787
H -1.318 -0.445 1.151
H 0.244 -0.651 0.311
H -1.672 0.829 0.077
H 0.805 -1.164 -0.272

The following is a quantum chemistry calculation of 2 unconnected molecules or ions with the total composition C4H8ClNOS2 at a distorted geometry, from the Open Molecules 2025 dataset.

The total charge is 0. For the molar mass, the calculation gives 185.70 g mol⁻¹. The value obtained for the HOMO energy is -9.449 eV. The LUMO energy is -1.63 eV. As for the energy above the lowest of the compared OMol25 structures with the same formula, charge and spin: 0.00 kJ/mol. The value obtained for the energy is -1543.68908 a.u. As for the spin multiplicity: 1. As for the SMILES: S=C/C=N\S.OCCCl.

Each line ends with the Löwdin charge.
Geometry (Å):
S  -5.417  -0.256  0.003  0.73
C  -3.811  -0.100  -0.010  -0.68
C  -2.893  -1.245  -0.086  -0.37
N  -1.613  -1.224  -0.101  -0.32
S  -0.774  0.251  -0.032  0.85
H  -3.357  0.892  0.038  0.02
H  -3.358  -2.231  -0.133  0.10
H  0.438  -0.318  -0.080  -0.13
O  1.597  1.955  0.037  -0.09
C  2.272  0.845  -0.515  -0.39
C  2.679  -0.129  0.584  -0.59
Cl  3.574  -1.514  -0.102  0.56
H  0.700  1.678  0.266  -0.05
H  1.671  0.327  -1.273  0.09
H  3.166  1.235  -1.009  0.12
H  1.803  -0.531  1.102  0.05
H  3.323  0.365  1.311  0.08

Atomic forces in eV per Å
S 0.368 0.003 -0.005
C -0.183 0.026 0.012
C 0.225 -0.092 -0.001
N -0.365 0.241 0.091
S -0.702 -0.710 -0.147
H -0.018 -0.096 -0.008
H 0.046 0.113 -0.009
H -0.611 -0.180 -0.044
O -0.013 -0.016 -0.040
C 0.611 0.001 -0.160
C 0.090 0.077 0.160
Cl -0.049 0.055 -0.020
H 0.265 0.551 0.211
H 0.227 0.163 -0.056
H -0.109 -0.092 0.054
H 0.309 0.029 0.060
H -0.093 -0.073 -0.097

The following is a quantum chemistry calculation of a molecular structure, C4H8ClNSi at a distorted geometry, from the Open Molecules 2025 dataset.

The total charge is 0. For the molar mass, the calculation gives 133.65 g mol⁻¹. The value obtained for the HOMO energy is -9.027 eV. The LUMO energy is 0.55 eV. As for the energy above the lowest of the compared OMol25 structures with the same formula, charge and spin: 193.03 kJ/mol. The value obtained for the energy is -961.57633 a.u. As for the spin multiplicity: 1.

Each line ends with the Löwdin charge.
Geometry (Å):
C  -1.149  -1.163  -1.579  -0.05
C  0.203  -1.028  -1.436  -0.25
C  -0.335  -0.522  1.650  -0.38
C  0.705  2.364  -0.137  -0.10
N  -1.174  -1.442  1.668  0.02
Si  0.807  -0.119  0.147  0.28
Cl  2.714  -0.629  0.457  0.34
H  -1.559  -1.653  -2.392  0.02
H  -1.851  -1.127  -0.791  0.02
H  0.790  -1.077  -2.312  0.03
H  0.226  -0.097  2.628  0.10
H  1.779  2.742  -0.326  0.02
H  -0.028  2.539  -0.905  -0.03
H  0.420  2.850  0.694  -0.09
H  -1.548  -1.639  2.633  0.07

Atomic forces in eV per Å
C 2.776 -0.583 1.169
C -2.456 1.828 1.605
C 4.006 1.037 1.516
C 3.088 -3.693 -2.108
N -1.847 -0.773 1.021
Si -2.379 2.780 -1.776
Cl 0.953 -0.222 0.512
H -0.589 -0.490 -2.141
H -0.363 0.561 1.107
H 0.851 -0.447 -0.741
H -1.695 -0.501 -1.518
H -1.769 -0.867 -0.304
H 0.131 -0.050 -0.613
H -1.246 1.202 3.333
H 0.539 0.219 -1.061

The following is a quantum chemistry calculation of a molecular structure, C4H8ClO3P at a distorted geometry, from the Open Molecules 2025 dataset.

The total charge is -2. For the molar mass, the calculation gives 170.53 g mol⁻¹. The value obtained for the HOMO energy is 0.527 eV. The LUMO energy is 5.96 eV. As for the energy above the lowest of the compared OMol25 structures with the same formula, charge and spin: 56.18 kJ/mol. The value obtained for the energy is -1184.51754 a.u. As for the spin multiplicity: 1.

Each line ends with the Löwdin charge.
Geometry (Å):
C  0.750  0.450  -1.270  -0.13
C  1.810  -0.449  0.831  -0.13
C  0.561  0.192  0.223  -0.56
C  -0.710  -0.582  0.380  -0.77
O  -2.262  0.658  -1.542  -0.48
O  -1.889  1.757  0.749  -0.48
O  -3.439  -0.283  0.534  -0.50
P  -2.277  0.507  -0.027  0.00
Cl  -0.602  -2.164  -0.365  0.50
H  1.532  1.192  -1.456  0.06
H  1.012  -0.478  -1.786  0.05
H  -0.206  0.807  -1.656  0.04
H  1.964  -1.437  0.396  0.04
H  1.706  -0.556  1.911  0.05
H  2.692  0.164  0.623  0.05
H  0.346  1.146  0.718  0.11
H  -0.987  -0.926  1.737  0.15

Atomic forces in eV per Å
C 0.150 0.197 -0.038
C -0.190 0.131 -0.057
C 0.645 0.166 0.019
C -2.006 -0.039 4.757
O 0.079 -0.016 -0.103
O 0.146 0.175 0.102
O -0.115 -0.209 0.118
P -0.177 -0.232 -0.017
Cl -0.027 -1.274 -0.720
H 0.149 0.054 0.029
H 0.051 0.023 -0.039
H -0.003 0.036 -0.241
H 0.088 -0.122 -0.007
H -0.013 -0.052 0.140
H 0.081 0.017 0.003
H 0.014 -0.103 -0.070
H 1.128 1.249 -3.877

The following is a quantum chemistry calculation of 2 unconnected molecules or ions with the total composition C4H8ClOP at a distorted geometry, from the Open Molecules 2025 dataset.

The total charge is 0. For the molar mass, the calculation gives 138.53 g mol⁻¹. The value obtained for the HOMO energy is -9.742 eV. The LUMO energy is -1.14 eV. As for the energy above the lowest of the compared OMol25 structures with the same formula, charge and spin: 261.35 kJ/mol. The value obtained for the energy is -1033.93534 a.u. As for the spin multiplicity: 1. As for the SMILES: C=C(CC)P=O.Cl.

Each line ends with the Löwdin charge.
Geometry (Å):
C  -0.595  -2.517  0.639  -0.03
C  0.161  -1.453  0.594  -0.53
C  -0.167  -0.195  -0.156  -0.29
C  -1.554  0.241  -0.821  -0.08
P  1.818  -1.468  1.459  0.94
O  2.539  -0.226  1.164  -0.51
H  -0.370  -3.283  1.528  0.09
H  -1.525  -2.783  0.085  0.08
H  0.568  0.038  -0.921  0.10
H  0.086  0.542  0.534  0.06
H  -2.362  0.242  -0.129  0.04
H  -1.733  -0.657  -1.645  0.12
H  -1.276  1.144  -1.412  0.07
Cl  4.114  2.457  1.217  0.31
H  3.603  1.350  1.010  -0.36

Atomic forces in eV per Å
C -0.850 -3.635 2.794
C 0.447 1.943 -1.022
C -0.663 0.477 -1.472
C 2.534 -3.814 -2.465
P -1.180 -1.351 0.301
O 0.084 0.648 -0.398
H -0.213 1.224 -2.296
H 0.803 0.758 0.372
H 0.354 -0.483 -0.250
H 0.268 1.686 1.458
H -0.655 0.503 0.292
H -0.046 2.390 1.897
H -0.924 -0.465 0.756
Cl 0.832 1.729 0.256
H -0.791 -1.609 -0.222